9
Properties=species:S:1:pos:R:3:lowdin_spin:R:1 method="wB97M-V/def2-TZVPD" charge=0 fmax_ev_per_a=5.0 homo_ev="-9.49 / -9.31" orbital_gap_ev="9.95 / 5.75" spin_multiplicity=3 total_energy_ev=-13326.872 de_lowest_kj_mol=0.0 mol_weight_g_mol=190.0
C 0.38559 -0.32246 0.05399 0.08
C 1.73031 -0.49313 0.07723 0.29
C -0.79353 -0.03891 0.02868 0.23
C 2.79350 -1.06427 0.26300 0.39
C -2.18157 0.31283 -0.05168 0.04
I 5.69190 0.37554 -0.16093 0.94
H -2.28807 1.39764 -0.02195 0.01
H -2.72342 -0.11215 0.79265 0.01
H -2.61472 -0.05510 -0.98100 0.00